(1)
{"formula": "C45H39CeN3O6PS", "method": "ωB97M-V with the def2-TZVPD basis set", "fmax_ev_per_a": 4.24, "charge": 1, "e_above_lowest_kj_mol": 0.00, "spin_multiplicity": 1, "symbols": ["Ce", "O", "C", "C", "C", "C", "C", "C", "C", "O", "N", "N", "C", "C", "C", "C", "C", "C", "N", "H", "H", "H", "H", "H", "H", "H", "H", "H", "H", "O", "S", "O", "O", "C", "C", "C", "C", "C", "C", "P", "C", "C", "C", "C", "C", "C", "C", "C", "C", "C", "C", "C", "H", "H", "H", "H", "H", "H", "H", "H", "H", "H", "H", "H", "H", "H", "C", "C", "C", "O", "C", "H", "H", "H", "H", "H", "H", "H", "H", "C", "C", "C", "C", "C", "C", "C", "C", "C", "C", "H", "H", "H", "H", "H", "H", "H"], "xyz": [[0.02, -1.17, 1.23], [-4.18, 0.07, 2.40], [-4.78, 0.10, 1.18], [-6.12, 0.47, 1.17], [-6.87, 0.46, -0.02], [-6.18, 0.15, -1.19], [-4.83, -0.09, -1.21], [-4.06, -0.16, -0.03], [-2.70, -0.65, -0.04], [-2.10, -0.63, 1.17], [-2.17, -1.23, -1.09], [-0.88, -1.66, -0.89], [-0.23, -2.54, -1.70], [0.88, -3.31, -1.22], [1.26, -4.51, -1.83], [2.41, -5.22, -1.39], [3.14, -4.70, -0.34], [2.70, -3.50, 0.27], [1.54, -2.91, -0.06], [-3.19, -0.09, 2.27], [-6.59, 0.72, 2.14], [-7.93, 0.69, -0.05], [-6.71, 0.06, -2.13], [-4.33, -0.27, -2.17], [-0.61, -2.79, -2.68], [0.71, -4.85, -2.73], [2.67, -6.17, -1.86], [4.07, -5.16, 0.01], [3.37, -2.99, 0.96], [2.27, -0.55, 1.63], [2.11, 0.97, 1.57], [2.22, 1.60, 2.85], [0.78, 1.14, 0.96], [3.37, 1.71, 0.55], [4.40, 2.25, 1.33], [5.60, 2.57, 0.71], [5.67, 2.54, -0.70], [4.53, 2.26, -1.44], [3.37, 1.69, -0.85], [2.02, 0.87, -1.77], [1.30, 2.27, -2.63], [0.79, 3.36, -1.92], [0.39, 4.53, -2.57], [0.49, 4.68, -3.95], [0.98, 3.59, -4.66], [1.41, 2.41, -4.03], [2.79, -0.19, -3.02], [4.14, -0.59, -3.12], [4.59, -1.44, -4.16], [3.71, -1.82, -5.16], [2.38, -1.52, -5.04], [1.92, -0.74, -3.99], [4.20, 2.33, 2.41], [6.42, 2.96, 1.33], [6.57, 2.85, -1.24], [4.53, 2.37, -2.52], [0.69, 3.31, -0.83], [-0.14, 5.30, -2.01], [0.22, 5.65, -4.43], [1.07, 3.67, -5.74], [1.79, 1.60, -4.69], [4.90, -0.33, -2.36], [5.66, -1.72, -4.21], [4.06, -2.40, -6.04], [1.67, -1.95, -5.77], [0.86, -0.56, -3.87], [-3.31, 3.93, 1.30], [-3.88, 4.01, -0.14], [-2.84, 3.20, -1.02], [-2.02, 2.45, -0.11], [-1.97, 3.20, 1.15], [-3.92, 3.27, 1.89], [-3.23, 4.91, 1.73], [-3.90, 5.03, -0.50], [-4.86, 3.59, -0.20], [-2.22, 3.89, -1.59], [-3.32, 2.49, -1.74], [-1.16, 3.97, 1.06], [-1.77, 2.45, 1.93], [-1.04, -1.71, 7.12], [-0.86, -0.68, 6.17], [-0.60, -0.96, 4.86], [-0.62, -2.30, 4.40], [-0.28, -2.66, 3.07], [-0.37, -3.97, 2.65], [-0.80, -5.00, 3.55], [-1.04, -4.70, 4.87], [-0.94, -3.34, 5.34], [-1.04, -3.03, 6.70], [-1.23, -1.38, 8.16], [-0.84, 0.36, 6.55], [-0.32, -0.15, 4.16], [-0.16, -4.29, 1.65], [-1.00, -6.03, 3.18], [-1.30, -5.47, 5.62], [-1.22, -3.85, 7.39]]}



(2)
{"formula": "C3H3PS", "method": "ωB97M-V with the def2-TZVPD basis set", "fmax_ev_per_a": 4.75, "charge": 0, "e_above_lowest_kj_mol": 65.48, "spin_multiplicity": 3, "symbols": ["C", "C", "C", "P", "S", "H", "H", "H"], "xyz": [[0.97, -0.69, 1.34], [-0.04, -0.20, 0.30], [-0.26, 0.76, -0.96], [1.83, -1.41, 2.42], [-1.44, -1.12, 0.62], [0.22, 0.16, -1.68], [0.13, 1.70, -0.92], [-1.41, 0.80, -1.13]]}



(3)
{"formula": "C26H65AsF6NO16P3S2", "method": "ωB97M-V with the def2-TZVPD basis set", "fmax_ev_per_a": 6.06, "charge": -1, "total_energy_ha": -6943.895528, "spin_multiplicity": 2, "symbols": ["N", "H", "H", "H", "H", "As", "F", "F", "F", "F", "F", "F", "C", "C", "C", "S", "O", "O", "C", "H", "H", "H", "H", "H", "H", "H", "H", "C", "C", "C", "S", "O", "O", "C", "H", "H", "H", "H", "H", "H", "H", "H", "C", "C", "O", "P", "O", "O", "C", "C", "O", "C", "C", "H", "H", "H", "H", "H", "H", "H", "H", "H", "H", "H", "H", "H", "H", "H", "C", "C", "O", "P", "O", "O", "C", "C", "O", "C", "C", "H", "H", "H", "H", "H", "H", "H", "H", "H", "H", "H", "H", "H", "H", "H", "C", "C", "O", "P", "O", "O", "C", "C", "O", "C", "C", "H", "H", "H", "H", "H", "H", "H", "H", "H", "H", "H", "H", "H", "H", "H"], "xyz": [[2.41, -3.24, -2.78], [1.96, -2.34, -2.68], [2.13, -3.93, -2.09], [3.38, -3.02, -2.61], [2.19, -3.48, -3.74], [-0.15, 0.44, -2.22], [0.87, -1.10, -2.25], [-0.43, 0.30, -4.01], [-1.05, 2.03, -2.19], [0.18, 0.65, -0.38], [1.35, 1.36, -2.57], [-1.69, -0.46, -1.91], [-5.26, 3.18, -0.92], [-4.21, 2.57, 0.00], [-4.06, 1.10, -0.35], [-5.57, 0.55, -1.29], [-6.68, 0.24, -0.39], [-5.33, -0.38, -2.42], [-5.90, 2.22, -1.97], [-4.72, 3.68, -1.72], [-5.91, 3.91, -0.43], [-4.61, 2.83, 0.98], [-3.26, 3.08, -0.12], [-3.97, 0.49, 0.55], [-3.17, 0.91, -0.95], [-6.97, 2.38, -2.09], [-5.41, 2.26, -2.94], [-1.26, 4.74, -3.15], [-1.53, 6.28, -3.23], [-0.48, 7.09, -2.36], [1.10, 6.05, -2.32], [1.60, 5.88, -0.89], [2.03, 6.64, -3.36], [0.26, 4.48, -2.97], [-1.70, 4.07, -3.89], [-1.71, 4.29, -2.27], [-2.55, 6.42, -2.87], [-1.59, 6.64, -4.26], [-0.94, 7.16, -1.38], [-0.47, 8.07, -2.82], [0.53, 3.78, -2.19], [0.77, 4.17, -3.87], [1.94, -2.49, 2.82], [1.14, -3.68, 2.10], [0.18, -3.38, 1.07], [-0.19, -4.41, -0.15], [0.91, -4.87, -0.96], [-0.83, -5.65, 0.73], [-0.18, -6.86, 1.20], [-1.15, -7.56, 2.26], [-1.45, -3.65, -0.90], [-2.60, -3.11, -0.11], [-3.34, -4.11, 0.85], [1.43, -1.61, 3.20], [2.56, -2.83, 3.65], [2.59, -2.09, 2.04], [1.99, -4.28, 1.76], [0.55, -4.15, 2.88], [0.28, -7.61, 0.56], [0.71, -6.62, 1.77], [-2.22, -7.49, 2.05], [-0.77, -8.53, 2.57], [-1.11, -7.00, 3.19], [-2.19, -2.21, 0.34], [-3.22, -2.50, -0.76], [-3.00, -3.83, 1.85], [-4.40, -3.85, 0.80], [-3.08, -5.12, 0.57], [4.65, 1.57, -0.69], [4.11, 0.34, -1.47], [5.29, 0.14, -2.30], [5.73, -1.47, -2.34], [4.73, -2.30, -3.00], [7.29, -1.33, -2.96], [7.68, -0.70, -4.14], [6.89, -1.07, -5.42], [6.10, -1.80, -0.90], [7.17, -1.17, -0.16], [8.52, -1.98, -0.38], [4.09, 1.90, 0.18], [5.61, 1.29, -0.26], [4.84, 2.38, -1.39], [3.90, -0.42, -0.72], [3.29, 0.53, -2.17], [7.80, 0.37, -3.98], [8.72, -0.99, -4.30], [7.02, -2.14, -5.55], [5.81, -1.07, -5.36], [7.25, -0.48, -6.26], [7.18, -0.09, -0.30], [6.80, -1.31, 0.85], [8.64, -2.82, 0.30], [8.50, -2.57, -1.30], [9.28, -1.20, -0.28], [-5.57, -0.37, 4.54], [-4.74, 0.75, 5.00], [-3.62, 1.19, 4.16], [-2.21, 1.58, 4.78], [-1.86, 1.05, 6.10], [-1.19, 1.32, 3.46], [-1.12, 0.05, 2.71], [-1.35, -1.21, 3.61], [-2.40, 3.19, 4.80], [-2.59, 3.95, 3.56], [-4.05, 4.49, 3.81], [-6.07, -0.63, 5.47], [-6.19, 0.01, 3.73], [-4.84, -1.11, 4.19], [-5.33, 1.67, 5.03], [-4.42, 0.51, 6.01], [-1.91, 0.16, 1.97], [-0.13, -0.17, 2.29], [-0.49, -1.31, 4.28], [-2.31, -1.09, 4.10], [-1.47, -2.09, 2.98], [-1.89, 4.79, 3.56], [-2.45, 3.30, 2.70], [-4.27, 5.43, 3.31], [-4.70, 3.79, 3.28], [-4.42, 4.66, 4.81]]}



(4)
{"formula": "C2H7N4O", "method": "ωB97M-V with the def2-TZVPD basis set", "fmax_ev_per_a": 4.77, "charge": 1, "e_above_lowest_kj_mol": 351.10, "spin_multiplicity": 1, "symbols": ["C", "C", "N", "N", "N", "N", "O", "H", "H", "H", "H", "H", "H", "H"], "xyz": [[0.77, 0.30, -0.09], [-1.09, -1.06, 0.53], [-1.87, 1.07, -1.52], [1.47, -0.35, 0.88], [-0.41, -0.14, -0.39], [1.27, 1.40, -0.62], [-2.82, 0.59, -1.19], [-1.04, -0.87, 1.55], [-2.15, -1.04, 0.13], [-0.82, -2.16, 0.28], [1.58, -1.34, 1.11], [2.24, 0.12, 1.25], [2.25, 1.38, -0.92], [0.61, 2.10, -1.00]]}